No. 1
Computed, not measured: a single C17H20N4O molecule, with ωB97M-V/def2-TZVPD.

```
42
Properties=species:S:1:pos:R:3:forces:R:3
N -0.916712 0.953058 -2.638984 0.105 0.123 -0.292
C -1.330162 0.616270 -1.621109 0.172 0.124 -0.450
C -1.807666 0.193542 -0.378682 0.498 -0.049 1.532
C -1.209679 0.306098 0.871523 -0.073 0.261 -0.963
N -0.089627 0.918677 1.315725 -0.315 -0.340 0.674
H 0.177583 0.667835 2.257096 -0.052 0.024 -0.062
C 0.980896 1.293284 0.421291 0.416 -0.184 -0.391
C 1.819186 0.075562 -0.044232 -0.264 0.194 0.117
N 2.916309 0.365424 -0.926468 0.048 0.064 0.030
C 2.538015 0.902440 -2.220993 0.077 -0.289 -0.283
C 3.718838 0.772835 -3.179273 -0.116 0.324 0.040
C 4.920808 1.530894 -2.625786 0.042 -0.292 -0.003
C 5.233750 1.018949 -1.223876 -0.081 0.313 0.075
C 3.994391 1.135250 -0.339041 0.268 -0.212 0.006
H 4.209274 0.732954 0.654749 -0.036 0.057 0.026
H 3.730900 2.203165 -0.231473 0.014 -0.009 0.053
H 6.054659 1.585909 -0.781110 0.050 -0.022 0.023
H 5.527082 -0.030231 -1.278657 0.043 -0.048 0.059
H 5.786453 1.400673 -3.277530 0.017 0.085 -0.020
H 4.689636 2.598106 -2.581128 0.025 0.078 -0.031
H 3.436841 1.161559 -4.158366 -0.011 -0.030 -0.062
H 3.972537 -0.282709 -3.285037 -0.039 -0.064 -0.050
H 1.681701 0.340771 -2.598195 -0.019 0.086 0.024
H 2.244966 1.964204 -2.154496 -0.068 -0.002 -0.029
H 2.223533 -0.431243 0.839456 -0.104 -0.019 -0.001
H 1.151581 -0.621059 -0.561102 -0.016 -0.033 0.103
H 0.541147 1.787594 -0.446434 0.131 0.117 0.102
H 1.615106 2.005605 0.952631 -0.087 0.037 -0.109
O -2.024442 -0.274345 1.772005 0.120 0.091 0.035
C -3.105977 -0.721910 1.044957 0.201 0.298 -1.271
N -3.002025 -0.463474 -0.215858 -0.685 -0.444 0.577
C -4.196036 -1.398661 1.703753 -0.308 -0.263 0.568
C -4.183656 -1.603003 3.083332 0.079 0.076 -0.218
C -5.239954 -2.251992 3.692767 -0.099 -0.066 0.083
C -6.311969 -2.700878 2.938147 -0.009 -0.015 0.063
C -6.327324 -2.499237 1.565914 -0.033 -0.017 0.005
C -5.277530 -1.852039 0.946338 0.202 0.098 0.045
H -5.268643 -1.684113 -0.118709 -0.029 0.002 -0.114
H -7.163573 -2.849482 0.979404 -0.055 -0.021 -0.057
H -7.135386 -3.207439 3.419339 -0.062 -0.038 0.034
H -5.228406 -2.408682 4.761432 0.001 -0.010 0.071
H -3.346424 -1.250160 3.666683 0.048 0.016 0.061
```
Positions in Å, forces in eV/Å.

Results
Gap between HOMO and LUMO ... 8.286 eV
Energy relative to the best compared isomer or geometry (same formula, charge and spin) ... 39.7 kcal/mol
HOMO energy ... -7.81 eV
Electronic energy ... -954.05868 Ha
Max |F| ... 1.61 eV/Å


No. 2
Computed, not measured: C17H20N4O2 as an isolated structure, with ωB97M-V/def2-TZVPD.

```
43
Properties=species:S:1:pos:R:3:forces:R:3
C 4.938509 -1.539794 0.390557 0.761 1.879 -0.178
C 3.929774 -0.879407 1.284701 3.914 -2.244 1.766
H 4.442826 -0.264622 2.003234 0.200 0.831 0.080
H 3.480780 -1.645264 1.898018 -1.024 0.056 -0.205
O 3.177843 -0.137877 0.464147 5.353 7.940 1.681
C 2.117390 -0.615481 0.162502 -4.746 5.527 -4.231
O 1.976718 -1.694484 0.317770 -3.705 -15.600 2.240
C 1.105123 0.083298 -0.534675 4.250 8.076 -0.858
C 1.344403 1.410524 -0.788733 -3.456 0.900 -2.504
N 0.369077 2.240973 -1.572828 2.842 -9.745 4.139
C -0.662461 1.491501 -1.968951 -2.936 0.036 -6.648
N -1.388034 1.856263 -3.023928 -0.710 4.595 -2.467
C -2.125206 0.883433 -3.597138 3.619 -2.510 9.809
N -1.922127 -0.146957 -2.607173 -1.286 -2.874 -4.197
N -0.847583 0.158547 -1.963660 2.473 3.546 3.254
C -0.123592 -0.384969 -0.818065 -5.098 -9.342 -4.674
C -1.035080 -0.500834 0.236308 -3.410 -2.153 9.586
C -1.176982 -1.756075 0.998821 -3.051 0.986 0.284
C -2.150317 -2.016589 2.151307 3.429 10.946 -5.412
C -2.637164 -0.744558 2.767369 -1.627 -10.121 -1.163
C -2.442529 0.305228 2.001673 -5.772 6.880 7.821
C -1.638724 0.579796 1.080480 5.271 -1.791 -9.550
H -1.637281 1.469857 0.528525 0.005 1.879 0.112
H -2.933069 1.398911 2.563863 1.046 -3.050 -1.682
C -3.574815 -1.236230 3.927520 -3.045 11.715 -5.249
H -3.844865 0.024775 4.269849 0.278 -3.497 -0.037
H -2.896352 -1.443387 4.512186 5.595 -3.494 6.918
H -4.520277 -1.572228 3.761662 -1.945 -1.842 -0.642
H -2.030685 -2.801969 2.672091 0.247 -6.073 3.404
H -0.750100 -2.626242 0.580968 0.738 -0.871 -0.462
H -0.051029 -1.584198 -1.196410 0.354 2.681 1.069
C -3.217893 0.822863 -4.480479 -0.009 9.539 2.099
H -3.087750 0.211525 -5.164832 1.197 -5.635 -6.686
H -4.133451 0.703540 -4.068003 -2.703 -0.598 1.805
H -3.247462 1.948276 -4.891963 -0.097 -2.464 0.278
H 0.439399 3.138624 -1.635597 0.425 6.469 -0.633
C 2.477190 2.157097 -0.456471 1.739 7.805 5.224
H 2.437009 3.560988 -0.613115 -0.113 -4.530 -0.329
H 2.589428 2.321279 0.757760 -0.776 -0.728 -2.546
H 3.464154 1.863914 -0.570360 1.529 -0.757 -1.284
H 5.686507 -2.015555 0.897185 1.709 -1.758 2.044
H 5.590877 -0.748065 -0.040884 -0.998 -0.405 -0.803
H 4.507821 -2.276424 -0.235230 -0.467 -0.203 -1.172
```
Positions in Å, forces in eV/Å.

Results
Gap between HOMO and LUMO ... 8.237 eV
Energy relative to the best compared isomer or geometry (same formula, charge and spin) ... 400.2 kcal/mol
HOMO energy ... -7.91 eV
Electronic energy ... -1028.75090 Ha
Max |F| ... 16.19 eV/Å


No. 3
Computed, not measured: a single C17H20N4O6 molecule, with ωB97M-V/def2-TZVPD.

```
47
Properties=species:S:1:pos:R:3:forces:R:3
C -5.775975 -0.019129 0.520727 0.011 -0.028 -0.005
C -4.312067 0.076278 0.232072 0.128 0.199 0.016
C -3.642771 1.263713 0.390852 0.087 -0.310 -0.093
C -2.268060 1.373924 0.127467 0.020 -0.960 -0.243
N -1.669661 2.561522 0.339603 0.655 0.732 0.067
C -0.396812 2.660045 0.123543 -0.645 -0.322 0.037
C 0.411257 1.564736 -0.355524 0.407 0.161 -0.068
N 1.698605 1.648077 -0.573222 -0.463 -0.485 -0.183
C 2.379420 2.772913 -0.270607 -0.376 0.229 0.154
O 3.591276 2.846365 -0.356188 0.358 0.290 0.013
N 1.648438 3.881925 0.165575 0.486 0.265 0.012
C 0.292038 3.952107 0.377711 0.023 0.329 0.027
O -0.250928 4.968982 0.733741 -0.051 -0.131 0.003
H 2.184041 4.722545 0.354842 -0.118 -0.138 -0.016
N -0.214655 0.383545 -0.610027 0.071 0.528 0.004
C -1.547138 0.236103 -0.331081 -0.805 0.507 0.267
C -2.241638 -0.968151 -0.474301 0.029 -0.112 -0.026
C -3.591265 -1.061024 -0.201461 0.253 0.231 -0.008
C -4.291907 -2.370688 -0.360947 0.017 -0.014 -0.005
H -3.606543 -3.143796 -0.696811 0.007 -0.064 -0.018
H -4.731414 -2.682916 0.585337 -0.068 -0.076 0.044
H -5.101300 -2.283288 -1.084558 -0.083 -0.056 -0.040
H -1.724124 -1.860085 -0.789046 0.067 -0.076 -0.029
C 0.626550 -0.721266 -1.012284 0.572 -0.446 0.168
H 0.067154 -1.415094 -1.637009 -0.007 0.082 0.002
H 1.442958 -0.297451 -1.593562 -0.165 -0.101 -0.042
C 1.173113 -1.452124 0.255642 -0.187 -0.235 -0.441
O 1.264095 -0.559578 1.328758 0.127 0.058 0.352
H 2.207514 -0.458396 1.562267 -0.125 0.026 0.006
C 2.474177 -2.243299 -0.050735 0.001 0.459 0.127
O 2.488926 -3.418919 0.724420 0.064 -0.361 0.352
H 2.695833 -3.166059 1.633992 -0.006 -0.056 -0.055
C 3.810332 -1.497718 0.160926 0.208 -0.088 -0.709
C 4.098666 -0.345562 -0.824570 -0.230 -0.261 -0.024
H 4.448864 -0.757137 -1.778390 -0.052 -0.033 0.060
O 5.099092 0.472466 -0.251041 0.225 0.128 0.090
H 4.791002 1.396742 -0.304198 -0.097 -0.124 -0.027
H 3.202762 0.251150 -0.986012 0.137 -0.092 -0.031
O 3.872586 -0.991555 1.483672 -0.097 0.080 0.290
H 4.541056 -0.281316 1.430509 -0.053 -0.063 0.007
H 4.602127 -2.257370 0.049843 -0.204 0.089 -0.004
H 2.431859 -2.582732 -1.091879 0.033 0.078 0.023
H 0.421728 -2.208291 0.539448 0.220 0.076 -0.158
H -4.147225 2.153889 0.731545 -0.070 0.120 0.046
H -6.164696 0.943249 0.840158 -0.074 0.036 0.024
H -6.322125 -0.338427 -0.365881 -0.122 -0.023 -0.025
H -5.965157 -0.748899 1.306694 -0.106 -0.046 0.059
```
Positions in Å, forces in eV/Å.

Results
Gap between HOMO and LUMO ... 7.423 eV
Energy relative to the best compared isomer or geometry (same formula, charge and spin) ... 0.3 kcal/mol
HOMO energy ... -8.75 eV
Electronic energy ... -1330.34022 Ha
Max |F| ... 0.99 eV/Å


What is the electronic energy in the second record?
-1028.75090 Ha